(1)
23
Properties=species:S:1:pos:R:3:forces:R:3:lowdin_spin:R:1 method="wB97M-V/def2-TZVPD" charge=+4 gap_ev="3.500 / 3.720" multiplicity=5 lumo_ev="-20.15 / -20.14"
O 0.010 -1.441 1.120 -1.4 -1.1 -0.6 0.000
C 0.747 -0.407 0.775 2.6 -0.7 -0.8 0.000
O 0.271 0.732 0.694 -1.3 1.5 -0.2 -0.008
Nd 0.059 3.156 0.763 0.9 0.8 0.5 4.006
O 1.940 -0.763 0.508 -1.8 -0.2 0.8 0.000
C 2.976 0.231 0.244 1.0 0.8 -0.2 0.000
C 4.258 -0.511 -0.019 0.2 -0.1 0.0 0.000
H 3.046 0.872 1.132 0.0 -0.2 0.0 0.000
H 2.655 0.818 -0.625 0.0 -0.1 0.0 0.000
H 4.551 -1.109 0.852 0.0 0.2 -0.2 0.000
H 5.044 0.227 -0.222 -0.1 -0.2 0.1 0.000
H 4.162 -1.165 -0.894 0.0 0.2 0.2 0.000
C -1.386 -1.318 1.093 -0.3 1.1 2.5 0.000
H -1.827 -2.343 1.041 -0.4 -0.5 -0.1 0.000
H -1.806 -0.892 2.030 0.4 -0.5 0.2 0.000
C -1.966 -0.646 -0.006 -1.6 1.7 -3.7 -0.003
H -3.130 0.263 0.366 -0.5 -0.3 -0.2 0.000
C -2.795 0.234 -1.706 4.4 -2.7 0.4 0.000
C -3.730 1.029 -0.961 -0.3 1.4 1.0 0.005
H -1.779 0.657 -1.871 -1.1 -0.2 -1.1 0.000
H -3.156 -0.622 -2.289 0.4 0.0 -0.1 0.000
H -3.371 2.036 -0.730 -0.4 -0.2 0.6 0.001
H -4.770 0.960 -1.294 -0.5 -0.4 1.1 0.000

***

(2)
18
Properties=species:S:1:pos:R:3:forces:R:3:mulliken_charge:R:1 method="wB97M-V/def2-TZVPD" gap_ev=9.508 smiles="C[C@]1(O)CO1.C=CO" lumo_ev=0.70
C 1.646 -0.404 0.192 -0.2 0.1 0.4 -1.193
C 0.789 0.323 1.198 0.1 0.6 -0.8 1.035
O -0.467 -0.258 1.316 -0.3 -0.3 0.3 -0.554
C 0.943 1.762 1.453 -0.1 0.3 -0.6 -0.654
O 1.362 0.773 2.376 0.4 -0.7 1.1 -0.484
H 1.205 -0.310 -0.797 0.0 0.0 -0.1 0.256
H 2.646 0.022 0.190 0.0 0.0 0.0 0.418
H 1.702 -1.457 0.457 0.0 -0.1 0.0 0.308
H -0.827 -0.071 2.195 0.1 0.0 -0.2 0.318
H 0.094 2.355 1.761 -0.2 0.0 0.0 0.263
H 1.745 2.311 0.973 0.1 0.1 0.0 0.263
C -1.664 0.107 -1.890 0.0 0.2 0.0 -0.734
C -1.619 -1.216 -1.903 0.0 -0.1 -0.1 0.121
O -1.263 -2.010 -0.873 0.1 -0.1 0.2 -0.504
H -1.964 0.661 -2.759 -0.1 0.0 -0.3 0.251
H -1.416 0.669 -1.006 0.0 0.1 0.2 0.200
H -1.871 -1.797 -2.779 0.0 0.0 -0.1 0.345
H -1.039 -1.462 -0.102 -0.1 0.0 0.0 0.345